61
Properties=species:S:1:pos:R:3:forces:R:3 method="wB97M-V/def2-TZVPD" homo_lumo_gap_ha=0.2566 de_lowest_kj_mol=0.0
K -0.20088 -0.68318 0.98463 0.23 0.04 -0.08
N 1.14622 2.07101 0.97187 -0.20 -0.43 1.27
C 2.04993 2.16924 -0.14929 1.00 -0.55 0.38
C 1.80861 1.12624 -1.20802 -0.73 -1.46 0.19
N 2.22319 -0.23766 -0.81747 -1.12 1.22 0.33
C 3.61141 -0.35573 -0.51005 0.13 -1.10 0.47
C 3.82782 -0.48982 1.01175 -0.65 -0.87 -0.24
N 2.85864 -1.46041 1.58171 2.12 -1.31 -1.27
H 1.36010 1.33599 1.69860 -0.13 0.26 -0.73
H 1.11649 2.91247 1.54933 0.08 -0.02 -0.55
H 1.92347 3.12530 -0.62126 -0.01 0.62 -0.23
H 3.13699 2.04978 0.08544 -0.53 0.51 0.23
H 0.73332 1.09562 -1.45019 0.33 0.05 -0.12
H 2.39282 1.37014 -2.06959 0.24 0.71 -1.00
H 1.74748 -0.97009 -1.32011 0.29 0.04 -0.13
H 4.07019 -1.21414 -1.00002 -0.16 -0.36 -0.06
H 4.16271 0.48017 -0.90292 0.36 0.67 -0.15
H 4.85447 -0.81712 1.19345 0.04 0.14 0.12
H 3.67487 0.47742 1.46030 0.01 0.40 0.37
H 2.23214 -1.04347 2.22740 -0.78 0.73 1.19
H 3.36463 -2.26661 1.97512 -0.58 0.76 -0.05
C 1.70413 -3.76956 -1.19047 1.05 -1.99 0.04
C 0.30962 -3.66499 -1.67702 -0.86 1.90 0.25
C -0.44821 -4.71685 -2.14188 0.51 -1.09 0.37
C -1.77646 -4.54423 -2.48725 0.23 -0.06 0.04
C -2.26044 -3.25780 -2.44926 -0.15 0.46 -0.94
C -1.40863 -2.18971 -2.11967 -0.83 -0.96 -0.01
N -0.20467 -2.39502 -1.64147 1.16 -0.66 -0.12
C -1.91709 -0.80870 -2.28672 -0.23 0.79 -0.19
C -2.54077 -0.44112 -3.49088 0.18 -0.45 -0.08
C -3.05694 0.85649 -3.57214 0.29 -1.12 -0.78
C -2.95919 1.67023 -2.50097 0.07 0.72 1.69
C -2.36466 1.22540 -1.30471 0.05 -0.72 -0.93
N -1.79088 0.02209 -1.23166 -0.56 -0.28 -0.50
C -2.42000 2.03140 -0.07757 0.31 1.02 0.03
C -2.56194 3.40389 -0.12850 -0.80 0.84 0.30
C -2.76594 4.09247 1.09832 0.60 -0.38 -1.04
C -2.61845 3.46150 2.31895 0.06 -1.01 -2.15
C -2.31054 2.09149 2.21220 -0.22 0.69 1.10
C -1.95119 1.35279 3.44892 0.75 0.16 -0.30
N -2.29133 1.41154 1.08199 0.24 -0.72 0.28
H 1.89205 -4.82376 -0.81360 -0.16 1.20 -0.28
H 1.94919 -3.06200 -0.39890 -0.11 0.09 -0.03
H 2.42091 -3.64946 -2.02660 -0.32 0.17 0.34
H 0.00048 -5.71212 -2.15168 -0.12 0.25 -0.07
H -2.36881 -5.41250 -2.78786 0.04 0.47 0.09
H -3.23817 -3.02497 -2.83481 -0.33 -0.03 0.20
H -2.59097 -1.16343 -4.34116 0.00 0.76 0.88
H -3.54938 1.24205 -4.44523 -0.06 -0.17 -0.42
H -3.40319 2.64915 -2.52713 -0.10 0.16 -0.04
H -2.61780 3.93311 -1.10418 0.10 -0.31 1.02
H -2.95989 5.13290 1.01564 -0.19 0.84 0.17
H -2.71893 3.93109 3.26825 -0.03 0.36 0.44
H -2.72148 0.67184 3.71928 -0.84 -0.47 0.52
H -1.65737 2.01719 4.27030 -0.28 -0.23 -0.16
H -1.09486 0.74724 3.17292 0.53 -0.17 0.33
C 1.26605 0.41597 4.31409 0.36 -1.14 -0.45
O 0.93678 0.08652 3.01962 0.10 -0.09 -0.37
H 0.38998 0.39602 4.94365 -0.65 -0.33 0.80
H 1.58636 1.45106 4.41366 0.82 0.38 0.11
H 2.01803 -0.33236 4.74286 -0.52 1.10 -0.10



58
Properties=species:S:1:pos:R:3:forces:R:3 method="wB97M-V/def2-TZVPD" homo_lumo_gap_ha=0.3146 de_lowest_kj_mol=164.2
C 1.19937 2.62688 4.48182 0.00 -0.01 -0.05
C 1.06446 2.28015 3.03654 -0.06 0.01 0.09
C -0.04217 2.27474 2.23395 0.01 -0.03 0.08
C 0.37520 1.89001 0.92619 -0.02 0.10 0.02
C -0.41497 1.81306 -0.32123 0.11 -0.15 -0.07
O -0.01475 2.34123 -1.35285 -0.06 -0.02 -0.02
N -1.59438 1.10918 -0.29305 -0.15 0.12 -0.05
C -2.35558 1.02071 -1.52386 0.13 0.00 -0.06
C -2.21957 -0.35869 -2.23405 0.01 0.01 0.11
N -1.13179 -1.17467 -1.71275 -0.12 0.05 0.15
C 0.17742 -0.89417 -1.99044 0.13 -0.19 -0.04
O 1.09447 -1.30315 -1.28757 -0.07 0.06 0.02
C 0.52660 -0.15069 -3.22756 0.18 0.04 -0.13
C 1.76261 0.02151 -3.70889 -0.10 0.03 0.09
C 1.31632 0.84133 -4.89405 0.05 -0.04 -0.01
C -0.12913 0.62299 -4.36245 -0.05 0.01 0.02
C -1.45938 -1.92898 -0.48468 0.06 0.02 -0.02
C -0.82489 -3.31900 -0.44451 -0.02 0.04 0.03
C -1.32502 -4.08880 0.77476 0.03 0.03 0.01
C -1.01347 -3.32053 2.05672 -0.04 0.01 -0.02
C -1.64943 -1.93413 2.01923 0.04 -0.05 -0.06
C -1.20896 -1.12544 0.79701 -0.11 0.01 0.01
C -1.97203 0.20233 0.78528 0.13 -0.09 -0.11
C 1.73364 1.68432 0.97261 0.05 -0.03 -0.06
C 2.68710 1.29444 -0.10401 -0.01 -0.01 0.01
N 2.13926 1.89913 2.26455 -0.04 -0.01 -0.06
C 3.50900 1.80851 2.71640 0.03 -0.01 0.01
H 0.22956 2.93622 4.86691 0.00 0.00 0.00
H 1.53769 1.77788 5.08097 0.00 0.00 0.00
H 1.90029 3.44881 4.64392 0.00 0.00 0.00
H -1.03681 2.55637 2.54144 0.01 0.01 0.03
H -3.40751 1.22387 -1.31367 -0.04 -0.04 0.04
H -1.98070 1.80928 -2.16936 -0.02 0.00 -0.04
H -3.13118 -0.93637 -2.08756 -0.03 0.00 -0.05
H -2.11049 -0.21929 -3.30599 0.02 0.03 0.03
H 2.72974 -0.30573 -3.35193 -0.01 0.01 0.00
H 1.64148 1.88228 -4.88032 0.01 0.00 -0.01
H 1.52060 0.41129 -5.87559 0.01 0.01 0.00
H -0.76047 0.03699 -5.03302 -0.02 0.02 0.02
H -0.63601 1.54049 -4.06706 -0.06 0.01 0.02
H -2.54257 -2.08707 -0.54372 -0.04 -0.02 0.00
H -1.07465 -3.84599 -1.36866 0.01 0.00 0.00
H 0.25800 -3.22310 -0.40047 0.01 -0.01 -0.01
H -2.40793 -4.24335 0.70150 -0.01 -0.01 0.00
H -0.86649 -5.07918 0.80188 0.00 0.00 0.00
H -1.36803 -3.87213 2.93020 0.00 0.00 0.00
H 0.07154 -3.21902 2.15984 0.01 0.00 0.00
H -2.74192 -2.04427 1.99650 0.00 0.00 0.01
H -1.40995 -1.37461 2.92724 0.00 0.01 0.00
H -0.13904 -0.91530 0.86958 0.03 0.02 -0.01
H -1.84238 0.68774 1.74681 -0.01 0.03 0.05
H -3.04248 0.00158 0.66774 0.00 0.01 0.02
H 2.17391 1.31735 -1.06132 0.01 0.01 0.00
H 3.53171 1.98640 -0.14954 0.00 0.00 -0.01
H 3.07300 0.28269 0.03722 0.01 -0.01 0.03
H 4.00529 0.97130 2.22953 0.00 0.00 0.00
H 4.06440 2.72206 2.49346 0.01 0.00 0.00
H 3.53147 1.64054 3.79036 -0.01 0.00 0.00



60
Properties=species:S:1:pos:R:3:forces:R:3 method="wB97M-V/def2-TZVPD" homo_lumo_gap_ha=0.2562 de_lowest_kj_mol=2371.2
C -9.89640 -0.48190 -0.37863 5.20 2.88 -1.09
C -8.51879 -1.24899 -0.81744 -1.99 2.49 14.65
C -7.26280 -0.39726 -0.38996 -1.92 -14.86 7.85
C -6.08737 -1.27565 -0.74452 -0.99 3.42 -3.76
C -4.85264 -0.75665 -0.32534 -3.72 8.46 5.86
C -4.64455 0.69012 -0.76226 6.91 -5.65 -6.18
C -3.28611 1.18325 -0.31242 4.24 -0.30 -13.28
C -3.04243 1.64906 0.88170 1.82 1.28 10.61
H -3.14717 0.73484 1.49082 0.70 0.42 1.06
H -3.77139 2.26404 1.31900 -1.80 1.06 0.09
C -1.71643 2.45865 1.30434 -3.49 -17.20 4.90
C -0.64895 1.34042 0.99913 4.66 -6.41 2.03
O -0.60976 -0.11621 1.25429 -0.80 8.69 -1.54
N 0.61436 1.87234 0.63514 -3.39 -10.72 1.97
N 1.74165 1.02485 0.30825 -9.47 -3.75 3.29
C 2.82036 1.63098 0.25222 7.90 -7.23 -1.22
O 2.94586 2.74077 0.02841 -0.19 11.25 -1.25
C 4.05986 0.78140 0.05304 0.85 2.28 -0.25
C 5.39272 1.57673 -0.39575 -11.60 -3.19 3.74
O 5.35215 2.82195 -0.37852 0.90 4.26 -1.37
H 4.40782 3.14616 -0.44899 0.10 -0.50 0.60
C 6.37082 0.78576 -0.31555 12.53 -4.84 -3.49
C 7.70332 1.42815 -0.70344 -5.04 -13.95 3.12
C 8.79621 0.62567 -0.71202 2.19 6.62 -2.76
C 8.79889 -0.63524 -0.96352 -0.49 -9.72 4.22
C 7.69551 -1.41594 -0.44741 -0.92 -2.09 -0.38
C 6.43250 -0.89242 -0.31049 3.59 12.05 -0.69
N 5.25361 -1.14408 -0.06798 -5.68 -10.21 2.39
C 3.95817 -0.63556 0.25112 7.69 9.31 -3.21
O 3.04268 -1.25269 0.48746 -6.62 -5.65 2.36
C 5.13103 -2.63931 0.07566 -3.04 -0.84 0.62
C 5.49209 -3.21401 1.40330 -0.48 0.18 4.24
H 4.88217 -2.70375 2.27918 0.84 -1.05 -1.78
H 6.51853 -3.00995 1.74141 0.01 0.23 -0.49
H 5.42090 -4.33638 1.61356 -0.42 1.45 -1.03
H 5.76721 -3.03634 -0.60159 1.94 -1.29 -2.48
H 4.09879 -3.00191 -0.21290 1.19 0.76 0.32
H 7.61659 -2.48808 -0.04669 1.49 1.27 -1.44
H 9.68362 -1.35044 -0.79785 -0.61 1.76 -1.27
H 9.68353 1.18488 -1.01193 0.38 -0.13 0.46
H 7.79328 2.30891 -0.71681 1.03 12.54 -0.32
H 1.57270 0.09824 0.82023 0.50 1.33 -1.28
H 0.65119 2.73053 0.46506 1.09 9.09 -2.06
H -1.54150 2.98295 0.66798 3.27 12.37 -12.41
H -1.72389 2.65507 2.25401 0.03 1.62 5.15
H -2.29047 0.50989 -0.78738 -2.97 1.00 1.73
H -2.93810 2.11086 -1.01833 -1.37 -1.46 0.60
H -5.20315 1.35969 -0.45175 -6.32 5.79 2.95
H -4.64402 0.76933 -2.00274 -0.10 -0.29 2.96
H -5.10903 -0.39749 0.95715 1.26 -1.84 -2.99
H -4.00153 -1.19098 -0.40575 5.22 -3.60 -0.45
H -6.04200 -1.29011 -1.85585 -0.19 -0.41 0.17
H -6.02134 -2.19331 -0.40789 -1.39 -5.01 1.60
H -7.39630 -0.42247 0.81746 0.72 0.65 -2.60
H -7.29505 0.42809 -0.71844 -0.21 11.32 -4.61
H -8.58606 -1.29940 -1.68483 -0.74 -0.97 -14.26
H -8.71656 -2.28489 -0.40851 1.27 1.07 -0.05
H -10.03587 0.50054 -0.88943 0.17 -0.80 -0.03
H -9.98972 -0.23695 0.63334 0.70 0.34 1.94
H -10.67872 -1.04577 -0.50040 -4.42 -3.29 -1.46



61
Properties=species:S:1:pos:R:3:forces:R:3 method="wB97M-V/def2-TZVPD" homo_lumo_gap_ha=0.3295 de_lowest_kj_mol=153.6
C 4.36621 4.19345 -1.66695 0.13 0.40 0.05
O 4.15611 2.85652 -1.23776 -0.08 -0.43 0.08
C 4.59345 2.56779 -0.00117 0.04 0.29 -0.04
O 5.12441 3.38122 0.72078 -0.04 -0.08 -0.06
C 4.33779 1.17142 0.33539 -0.32 -0.35 -0.61
C 3.74992 0.18568 -0.44248 0.21 0.49 0.09
C 3.72884 -0.97684 0.33057 -0.28 -0.54 0.06
S 3.09857 -2.55896 -0.13872 -0.06 0.26 -0.14
O 2.85044 -3.30647 1.06406 -0.02 0.26 0.03
O 3.92211 -3.14984 -1.15042 -0.10 0.12 -0.19
N 1.67742 -2.10198 -0.88398 0.86 -0.22 0.13
C 0.60257 -1.74700 0.01542 -0.45 0.45 0.26
C -0.37909 -0.76920 -0.63876 0.00 -0.39 0.28
C -1.17683 -1.43392 -1.76231 0.02 0.38 -0.01
C -2.19474 -0.44034 -2.34007 0.08 -0.21 -0.12
N -3.10154 0.11136 -1.35588 -0.02 -0.05 -0.02
C -4.14216 -0.80892 -0.91593 0.03 0.09 -0.01
C -5.20958 -0.08069 -0.14161 -0.05 -0.12 0.09
C -5.39177 -0.35516 1.20556 -0.07 0.05 -0.08
C -6.35545 0.29592 1.96383 -0.03 0.08 0.04
C -6.54405 -0.03899 3.41289 -0.05 -0.05 -0.04
C -7.14763 1.24699 1.33840 0.06 -0.08 0.07
C -6.97470 1.52995 -0.00436 0.03 -0.01 -0.04
C -6.01264 0.87907 -0.76294 -0.01 0.04 0.01
C -5.84819 1.19495 -2.21715 -0.01 0.05 -0.03
C -2.36476 0.73025 -0.27262 0.08 0.02 0.29
C -1.34892 -0.20391 0.40041 0.01 0.18 -0.32
C 4.30116 -0.67202 1.54865 -0.13 -0.39 0.04
N 4.66830 0.62015 1.54828 -0.13 -0.21 -0.27
C 5.30971 1.30334 2.63729 0.34 0.43 0.54
H 5.43243 4.42920 -1.67028 -0.10 0.00 -0.03
H 3.95813 4.25586 -2.67211 0.02 -0.02 0.05
H 3.85577 4.89232 -1.00073 0.04 -0.04 -0.09
H 3.38284 0.29605 -1.44105 -0.08 0.10 -0.23
H 1.42241 -2.75188 -1.61086 0.19 -0.21 -0.17
H 0.06974 -2.63395 0.38253 0.04 0.09 0.03
H 1.08121 -1.26953 0.87435 -0.22 0.04 0.09
H 0.20409 0.05455 -1.06479 0.03 0.04 0.00
H -0.50744 -1.76363 -2.55787 0.01 -0.09 -0.10
H -1.69974 -2.31003 -1.37195 0.01 -0.12 0.03
H -2.78310 -0.91895 -3.12680 0.02 0.06 -0.04
H -1.65271 0.40084 -2.78646 0.02 -0.05 -0.08
H -3.75185 -1.63406 -0.29950 -0.09 -0.02 -0.06
H -4.58512 -1.24711 -1.81576 0.06 -0.07 0.02
H -4.76591 -1.09873 1.68161 0.11 -0.09 0.04
H -6.96860 0.80368 3.95356 -0.01 0.02 0.09
H -5.59812 -0.31439 3.87425 0.03 -0.01 0.09
H -7.22629 -0.88387 3.51491 -0.03 -0.04 0.10
H -7.90405 1.77143 1.90483 -0.07 0.06 0.07
H -7.60136 2.27559 -0.47343 -0.05 0.07 -0.07
H -6.44593 2.06001 -2.49281 -0.06 0.03 -0.06
H -4.80191 1.38924 -2.44010 0.00 0.03 -0.10
H -6.16853 0.34851 -2.82532 -0.01 -0.04 -0.14
H -3.08272 1.10035 0.46210 0.09 0.09 -0.03
H -1.83257 1.59034 -0.69304 0.01 0.04 0.08
H -1.87331 -1.02521 0.89271 -0.02 -0.08 0.11
H -0.80196 0.34798 1.16649 0.02 -0.01 0.09
H 4.45149 -1.31841 2.39009 0.06 -0.04 0.24
H 4.71120 2.15776 2.95489 0.06 -0.11 0.01
H 5.43321 0.61192 3.46830 -0.04 -0.03 -0.06
H 6.28440 1.68086 2.32625 -0.08 -0.05 0.06



no.,largest force on an atom (eV/A)
1,2.80
2,0.23
3,18.22
4,0.89